Molecular formula: C9H13NSi
Method: DFT, wB97M-V/def2-TZVPD

Cartesian coordinates (Å):
C 3.04194 2.38543 0.68891
C 2.85672 1.18661 0.72226
C 2.76342 -2.07983 -0.51068
C 1.36120 -2.07029 -0.77872
C 3.15676 -0.98290 0.31773
C 0.42072 -1.25574 -0.33441
C -2.21285 -0.81893 0.91484
C -1.46744 0.12538 -1.97058
C -0.66289 1.61980 0.86940
N 2.33952 -0.02146 0.67091
Si -0.85756 0.01548 -0.16506
H 3.51128 3.31830 0.63065
H 3.26486 -2.99529 -0.63304
H 1.12987 -3.05391 -1.33907
H 4.24225 -0.86927 0.58905
H -2.45574 -1.87119 0.72283
H -1.81403 -0.80343 1.95575
H -3.12247 -0.21331 0.89200
H -0.57224 -0.05767 -2.58351
H -2.37976 -0.48897 -2.17089
H -1.80188 1.05364 -2.27258
H -1.29592 2.46622 0.42328
H -1.20264 1.42942 1.77258
H 0.35900 1.75827 1.08915

Output
Lowest unoccupied orbital energy (spin up / spin down): 0.6 / -1.9 eV
Energy above the lowest of the compared OMol25 structures with the same formula, charge and spin: 49.98 kcal per mole
Spin multiplicity: 3
Gap between HOMO and LUMO (spin up / spin down): 0.29768 / 0.25786 Eh

***

Molecular formula: C9H13O5
Method: DFT, wB97M-V/def2-TZVPD

Cartesian coordinates (Å):
O -0.22791 6.00520 -1.27794
O 0.94399 6.20414 -1.67541
H -0.48746 4.61034 -0.70143
O -0.06167 3.70659 -0.42700
C -0.60922 3.05133 0.55807
C 0.01968 1.93469 1.17820
C -0.96709 0.70976 1.36017
O -0.53805 1.54211 2.44086
C -0.47454 -0.65291 1.28319
C -0.84039 -1.52468 0.29405
C -0.16778 -2.81086 0.18640
O 0.67519 -3.17255 1.01364
C -0.53434 -3.69465 -1.01458
C 0.65271 -4.07531 -1.88786
C 1.48954 1.67473 0.95087
H -1.60458 3.34145 0.90459
H -1.99897 0.88652 1.01494
H 0.21299 -1.00972 2.06399
H -1.62254 -1.26105 -0.42492
H -0.98130 -4.60098 -0.59011
H -1.28879 -3.17058 -1.61128
H 0.32311 -4.74523 -2.68326
H 1.08876 -3.19033 -2.35731
H 1.42148 -4.58072 -1.29948
H 1.74605 1.78106 -0.11086
H 2.09089 2.38190 1.53702
H 1.74024 0.65977 1.27545

Output
Lowest unoccupied orbital energy (spin up / spin down): 0.2 / -2.5 eV
Energy above the lowest of the compared OMol25 structures with the same formula, charge and spin: 0.00 kcal per mole
Spin multiplicity: 4
Gap between HOMO and LUMO (spin up / spin down): 0.24700 / 0.24554 Eh

***

Molecular formula: C9H14
Method: DFT, wB97M-V/def2-TZVPD

Cartesian coordinates (Å):
C -2.15528 -1.67107 -1.42184
C 0.70919 -0.62892 0.93236
C 0.01386 -1.28091 -0.07816
C -0.01965 0.16240 1.88607
C -1.35206 -1.09162 -0.29153
C -1.35750 0.35910 1.71469
C -2.02411 -0.15553 0.57461
H 1.75567 -0.88731 1.06371
H 0.57377 -1.79679 -0.85914
H 0.49804 0.60653 2.73337
H -1.94268 0.86599 2.47177
H -1.46067 -1.95883 -2.22836
H -2.94648 -0.97578 -1.70282
H -3.11239 -0.21860 0.57240
H -2.58985 -2.67959 -1.31788
C 3.20034 1.46921 -1.38384
C 1.91362 2.16862 -0.93620
H 3.37903 0.55594 -0.81538
H 3.10102 1.24817 -2.44892
H 4.08739 2.08110 -1.21346
H 1.07240 1.66492 -1.41241
H 1.94063 3.24448 -1.10425
H 1.72905 2.02019 0.12857

Output
Lowest unoccupied orbital energy (spin up / spin down): 3.9 / 3.8 eV
Energy above the lowest of the compared OMol25 structures with the same formula, charge and spin: 9.54 kcal per mole
Net charge: -1
Spin multiplicity: 2
Gap between HOMO and LUMO (spin up / spin down): 0.11247 / 0.26515 Eh